1.
DFT (ωB97M-V/def2-TZVPD) results for 10 unconnected molecules or ions with the total composition C25H48N8O5 in a non-equilibrium geometry.

Computed properties:
Spin multiplicity ... 2
Highest occupied orbital energy (spin up / spin down) ... 0.3439 / -7.2626 eV
Frontier orbital gap (spin up / spin down) ... 1.6158 / 9.1483 eV
Charge ... -1
E_LUMO (spin up / spin down) ... 0.0720 / 0.0693 hartree

The geometry in XYZ format:
```
86
Properties=species:S:1:pos:R:3:forces:R:3:lowdin_spin:R:1
C 5.68383 2.65771 4.46413 1.1 -0.7 -1.6 0.01
O 6.47466 2.32132 3.57480 -1.1 0.4 1.2 0.00
N 4.33889 2.68122 4.35163 1.2 0.2 0.5 0.00
C 3.58902 3.09658 5.50418 -0.7 0.2 0.4 0.01
C 3.63063 2.30658 3.17701 -0.8 -0.5 -1.3 0.01
H 6.02399 2.96539 5.46504 0.0 0.1 0.0 0.00
H 2.64060 3.52132 5.17527 -0.1 -0.3 0.1 0.00
H 4.05096 3.89964 6.07848 0.4 0.0 -0.2 0.00
H 3.43602 2.27498 6.20395 -0.4 -0.1 0.0 0.00
H 3.09271 1.35961 3.22153 -0.5 -0.1 0.9 0.00
H 2.92308 3.10192 2.94275 -0.1 -0.1 -0.2 0.00
H 4.20497 2.06723 2.28206 0.8 0.9 0.3 0.00
C -3.34803 -1.81125 -1.10456 0.4 0.9 -2.3 0.00
O -2.87748 -0.89250 -1.79192 -0.9 -1.6 1.5 0.01
N -4.22381 -2.75164 -1.57987 0.4 0.4 -1.3 0.00
C -4.62286 -3.83728 -0.71601 -0.6 0.1 0.2 0.00
C -4.72735 -2.72438 -2.99828 -0.4 -0.2 0.7 0.01
H -3.11151 -2.02875 -0.05150 0.2 0.4 0.0 0.00
H -5.69407 -3.74444 -0.53717 -0.2 -0.4 0.0 0.00
H -4.15515 -3.77749 0.26672 0.2 0.3 -0.1 0.00
H -4.37584 -4.83149 -1.08833 -0.1 0.1 -0.3 0.00
H -4.51798 -3.62465 -3.57600 0.7 -0.2 0.3 0.00
H -5.81705 -2.72891 -3.02304 -0.2 0.2 0.5 0.00
H -4.43205 -1.85743 -3.58930 0.5 0.0 0.6 0.00
C -6.52556 1.93578 1.14960 0.9 0.7 -0.7 0.00
O -7.36708 2.71073 1.52956 -0.9 0.0 0.7 0.00
N -5.47286 2.30193 0.39156 1.5 -1.3 -0.9 0.00
C -4.49915 1.24237 -0.01573 0.3 1.4 0.8 0.00
C -5.13354 3.67652 0.03902 -0.9 0.4 0.6 0.00
H -6.44496 0.85726 1.35572 -0.6 -0.1 0.2 0.00
H -3.53943 1.51421 0.42373 0.3 0.0 -0.2 0.00
H -4.35345 1.20017 -1.09512 -0.3 -0.2 0.1 0.00
H -4.71279 0.27845 0.44615 -0.5 0.0 -0.4 0.00
H -4.71202 3.80151 -0.95838 -0.1 -0.4 0.0 0.00
H -6.03193 4.28596 0.13684 -0.2 -0.2 -0.3 0.00
H -4.47620 4.17198 0.75353 0.5 -0.5 0.2 0.00
C -0.64053 -3.85433 -0.19921 -0.6 0.7 -0.3 0.01
C -0.11900 -4.67342 0.94495 1.2 -0.3 0.0 0.00
O -0.34418 -5.85888 1.08535 -0.5 0.4 -0.3 0.00
C 0.82603 -3.99518 1.92481 -0.3 -0.4 0.8 0.00
H -0.26569 -4.15958 -1.17615 0.4 -0.3 0.2 0.00
H -0.41310 -2.79556 -0.07516 0.2 0.0 0.0 0.00
H -1.72278 -3.91922 -0.31154 -0.1 -0.3 0.3 0.00
H 0.36984 -3.12564 2.39800 -0.1 0.1 -0.1 0.00
H 1.79918 -3.66183 1.56431 -0.2 -0.1 -0.6 0.00
H 0.99395 -4.73886 2.70381 0.1 0.1 0.1 0.00
C 0.66703 1.99920 0.40017 -0.2 -0.3 0.9 0.01
C 0.00352 0.77315 -0.21779 -0.1 -0.9 -0.4 0.00
O -0.90555 0.20010 0.37318 0.8 0.7 -0.2 0.00
C 0.48197 0.25950 -1.59875 -0.9 1.0 1.6 0.01
H 0.33639 2.03865 1.43806 -0.2 0.0 0.1 0.00
H 0.39837 2.96328 -0.03167 0.1 -0.2 -0.5 0.00
H 1.74969 1.89919 0.47726 0.1 0.0 -0.6 0.00
H -0.12924 -0.62151 -1.79456 0.4 0.0 -0.3 0.00
H 1.56442 0.13355 -1.62180 -0.1 -0.1 0.0 0.00
H 0.20639 1.08005 -2.26122 0.1 -0.1 -0.4 0.00
C -2.70781 -0.54132 3.04322 -0.5 0.9 0.2 0.00
C -2.05806 -1.31242 4.07193 2.2 -1.9 1.7 0.00
N -1.57928 -2.00298 4.88737 -1.1 1.6 -1.8 0.00
H -2.24048 0.36846 2.66637 0.9 -0.4 0.2 0.00
H -3.53641 -0.12757 3.61797 -0.9 -0.3 -0.7 0.00
H -2.91545 -1.15185 2.16446 -0.5 0.0 0.3 0.00
C 4.95474 -0.88761 1.19547 0.6 0.6 -0.4 0.03
C 3.55387 -1.07510 0.85833 -2.5 -1.0 -0.6 0.01
N 2.42651 -1.24603 0.58968 2.6 0.5 0.7 0.00
H 5.62517 -1.04450 0.35049 -0.4 -0.2 -0.4 0.01
H 5.34949 -1.52819 1.98410 -0.5 0.1 0.2 0.00
H 5.07941 0.17214 1.41791 0.2 -0.1 0.4 0.00
C 2.87786 -2.91628 -3.21041 1.0 -0.4 1.4 0.07
C 4.00845 -3.65383 -2.54961 1.8 -1.1 -0.1 0.05
N 4.91577 -4.23788 -2.08954 -2.3 1.5 -0.9 0.01
H 2.94252 -2.83827 -4.29569 0.2 -0.3 0.1 0.04
H 2.94993 -1.91520 -2.78526 -0.4 0.1 -0.1 0.02
H 1.98046 -3.42794 -2.86256 -0.3 0.3 -0.3 0.01
C 3.82569 0.98243 -5.28464 0.1 0.1 -0.1 0.22
C 3.57563 1.55909 -3.98366 0.0 -0.2 -0.4 0.11
N 3.40914 2.06567 -2.97551 -0.2 0.5 1.1 0.02
H 4.65947 0.28699 -5.18829 0.0 -0.2 -0.2 0.05
H 4.11202 1.80854 -5.93553 0.0 0.0 -0.3 0.04
H 2.92776 0.49623 -5.66598 0.1 -0.1 0.0 0.04
C 1.41034 4.75374 -3.43411 -0.4 -0.5 -0.3 0.05
C 0.23609 3.86830 -3.55972 -2.0 -1.8 0.7 0.03
N -0.68213 3.13777 -3.62566 2.4 2.0 0.1 0.01
H 1.84623 4.84357 -2.43910 -0.6 -0.2 0.2 0.01
H 1.08402 5.73477 -3.77936 0.5 0.0 -0.2 0.01
H 2.19511 4.26647 -4.01272 0.1 0.5 -0.4 0.02
```
Forces are in eV/Å.

2.
DFT (ωB97M-V/def2-TZVPD) results for a single C4H5N3 molecule in a non-equilibrium geometry.

Computed properties:
Relative energy (zero: lowest compared OMol25 entry of this formula, charge and spin) ... 203.1 kJ/mol
Spin multiplicity ... 1
Highest occupied orbital energy ... -10.1789 eV
Frontier orbital gap ... 10.7660 eV
Charge ... 0
E_LUMO ... 0.0216 hartree

The geometry in XYZ format:
```
12
Properties=species:S:1:pos:R:3:forces:R:3:mulliken_charge:R:1
C 1.28752 -0.93666 0.28762 0.0 -0.3 0.0 -0.94
N 0.55071 0.27969 0.57946 0.3 0.4 0.1 -0.33
C -0.84080 0.41415 0.18772 -0.1 0.1 0.1 0.59
C -1.05883 1.83177 -0.22023 -0.1 0.6 -0.2 0.03
N -1.08602 2.94663 -0.52826 -0.1 -1.3 0.4 -0.38
C -1.29583 -0.54907 -0.83646 -0.2 -0.9 -0.8 0.01
N -1.62475 -1.44567 -1.48684 0.3 0.9 0.5 -0.39
H 0.75338 -1.80855 0.66581 0.0 0.0 0.0 0.35
H 2.23980 -0.86872 0.82289 -0.2 -0.1 -0.1 0.32
H 1.48742 -1.10130 -0.77976 -0.1 0.0 0.1 0.34
H 1.06299 1.08509 0.26408 0.1 0.1 -0.1 0.26
H -1.47559 0.15263 1.04400 -0.1 0.4 0.0 0.14
```
Forces are in eV/Å.

3.
DFT (ωB97M-V/def2-TZVPD) results for 2 unconnected molecules or ions with the total composition C5H12O2 in a non-equilibrium geometry.

Computed properties:
Relative energy (zero: lowest compared OMol25 entry of this formula, charge and spin) ... 550.5 kJ/mol
Spin multiplicity ... 1
Highest occupied orbital energy (spin up / spin down) ... -7.6925 / -7.9672 eV
Frontier orbital gap (spin up / spin down) ... 7.6538 / 8.5971 eV
Charge ... 0
E_LUMO (spin up / spin down) ... -0.0014 / 0.0231 hartree

The geometry in XYZ format:
```
19
Properties=species:S:1:pos:R:3:forces:R:3:mulliken_charge:R:1
C -1.20656 -1.47994 -2.07135 -0.1 0.1 0.0 -1.19
C -0.66680 -1.32191 -0.68812 -0.2 -1.4 -0.1 -0.74
C -0.44295 -0.04767 -0.02316 -0.2 1.5 -1.0 0.98
O -1.31874 0.07206 1.07012 0.1 0.0 0.6 -0.59
C 0.91796 0.50923 0.20484 0.1 0.3 -0.1 -0.85
C 1.06011 1.83517 0.87449 0.4 -0.1 0.1 -0.45
O 0.49432 1.73775 2.19699 0.0 0.3 0.1 -0.58
H -1.10107 -2.51038 -2.42649 0.1 0.2 0.0 0.36
H -2.29204 -1.27821 -2.05731 0.1 0.0 -0.1 0.27
H -0.76624 -0.79628 -2.80612 0.0 -0.1 0.1 0.33
H 1.58912 -2.03408 0.56739 0.1 0.4 0.3 0.17
H -0.96218 -2.10746 0.00733 0.2 0.0 -0.1 0.43
H -0.76075 0.68454 -0.81851 -0.2 0.1 0.2 0.06
H -0.81803 0.49853 1.79044 -0.3 -0.1 -0.2 0.44
H 1.70331 0.20345 -0.47790 -0.1 0.1 0.1 0.54
H 1.62408 -1.32985 0.86860 0.1 -0.8 -0.1 -0.11
H 0.57690 2.67400 0.34214 0.0 -0.3 -0.1 0.33
H 2.12986 2.06976 0.95611 -0.2 0.1 0.0 0.26
H 0.23972 2.62128 2.49049 0.1 -0.2 0.0 0.31
```
Forces are in eV/Å.

4.
DFT (ωB97M-V/def2-TZVPD) results for a single C30H50 molecule.

Computed properties:
Relative energy (zero: lowest compared OMol25 entry of this formula, charge and spin) ... 25.3 kJ/mol
Spin multiplicity ... 1
Highest occupied orbital energy ... -8.4241 eV
Frontier orbital gap ... 9.1729 eV
Charge ... 0
E_LUMO ... 0.0275 hartree

The geometry in XYZ format:
```
80
Properties=species:S:1:pos:R:3:forces:R:3:mulliken_charge:R:1
C 1.63583 2.62701 0.14553 0.1 -0.1 0.2 -1.41
C 3.08731 2.97848 0.28633 0.0 0.1 -0.2 1.37
C 3.85488 2.68038 1.32724 -0.1 0.0 0.2 -1.07
C 3.49086 1.92908 2.56884 0.2 0.0 -0.1 0.42
H 3.60270 2.59374 3.43048 -0.1 0.0 0.1 0.38
H 2.45856 1.58261 2.54062 -0.1 0.0 0.1 -0.44
C 4.41466 0.71252 2.75254 -0.3 0.0 0.1 -0.90
C 4.05717 -0.07484 3.98274 0.2 0.0 -0.2 0.93
C 3.54033 -1.29469 3.88551 0.2 -0.2 0.1 -0.14
C 3.07614 -2.15914 5.01829 -0.1 0.1 0.1 -1.05
H 3.73542 -2.05626 5.88297 0.0 -0.1 0.0 0.42
H 3.09481 -3.20500 4.70698 0.1 0.0 0.1 0.39
C 1.64263 -1.78421 5.44752 0.1 0.0 -0.1 -0.98
C 0.70251 -1.83772 4.27393 -0.1 0.1 0.3 0.88
C 0.38777 -0.72702 3.61689 -0.2 0.1 0.0 -0.29
C -0.42324 -0.62784 2.36225 0.3 -0.2 0.0 -1.06
H -0.82482 0.38317 2.26404 -0.1 0.0 0.0 0.42
H -1.26869 -1.31885 2.38025 -0.1 0.0 0.0 0.44
C 0.44923 -0.94235 1.13166 -0.4 0.1 0.0 0.33
C -0.31710 -0.71777 -0.13166 0.2 0.0 0.0 -0.57
C -0.71362 -1.64674 -0.99401 0.1 0.1 -0.2 0.27
C -1.52369 -1.27587 -2.20357 -0.2 0.0 0.3 0.11
H -1.12450 -1.77492 -3.09036 0.0 0.0 -0.1 0.50
H -1.47374 -0.19900 -2.36992 0.0 0.0 -0.1 -0.41
C -3.00137 -1.67137 -2.03197 0.1 0.2 -0.2 -0.69
C -3.78942 -1.23962 -3.22708 0.0 -0.1 0.2 -0.21
C -4.72996 -0.30463 -3.28777 -0.2 -0.1 -0.1 0.67
C -5.37815 0.04127 -4.60189 0.2 0.1 0.0 -1.20
H -5.33610 -0.81514 -5.27741 -0.1 0.0 0.0 0.41
H -6.42722 0.29949 -4.44025 -0.1 -0.1 0.0 0.44
C -4.66615 1.23279 -5.27259 0.0 -0.1 0.0 -0.63
C -3.26654 0.87279 -5.65978 -0.1 0.1 0.0 -0.66
C -2.15274 1.29868 -5.07745 0.1 0.0 -0.1 1.32
C -0.79990 0.85876 -5.55233 -0.2 0.0 -0.1 -1.52
H -0.20673 1.72312 -5.85161 0.1 0.0 0.0 0.38
H -0.26572 0.35211 -4.74859 0.1 0.0 0.1 0.27
H -0.87902 0.18134 -6.39874 0.0 -0.1 -0.1 0.37
C -2.14045 2.26224 -3.92185 -0.1 0.0 -0.1 -1.53
H -1.13649 2.35439 -3.51454 0.1 0.0 0.1 0.42
H -2.80632 1.92634 -3.13025 -0.1 0.0 0.1 0.21
H -2.46708 3.25164 -4.24275 0.0 0.1 0.1 0.44
H -3.19384 0.17476 -6.48440 0.1 -0.1 -0.1 0.30
H -4.67170 2.08858 -4.59823 -0.1 0.1 0.0 0.37
H -5.22555 1.50729 -6.17150 0.0 0.1 0.1 0.40
C -5.22887 0.48738 -2.11372 0.1 -0.1 0.0 -1.62
H -5.47739 1.50147 -2.42158 0.0 0.1 0.0 0.41
H -6.13719 0.03071 -1.71765 -0.1 0.0 0.1 0.33
H -4.49797 0.53906 -1.31186 0.0 0.1 0.1 0.42
H -3.50994 -1.74498 -4.14346 0.0 0.0 -0.2 0.29
H -3.07276 -2.75713 -1.92616 0.0 0.0 0.1 0.33
H -3.38490 -1.22318 -1.11581 0.0 0.0 0.1 0.33
C -0.41531 -3.11131 -0.82176 0.0 0.1 0.1 -1.86
H -0.87367 -3.49764 0.08775 0.0 -0.1 0.1 0.29
H 0.65846 -3.28142 -0.75391 0.1 -0.1 0.0 0.43
H -0.79587 -3.68198 -1.66479 0.0 -0.1 0.0 0.40
H -0.58263 0.31573 -0.31877 -0.1 0.2 -0.1 0.43
H 0.80048 -1.97047 1.20085 0.1 -0.1 0.0 0.43
H 1.32341 -0.28582 1.14913 0.1 0.0 0.0 -0.22
H 0.80126 0.20869 3.97090 0.1 0.1 0.1 0.17
C 0.23470 -3.20873 3.88820 0.0 0.2 -0.1 -1.66
H -0.07502 -3.76470 4.77250 0.0 -0.1 0.0 0.48
H -0.59778 -3.16961 3.19224 -0.1 -0.1 -0.1 0.28
H 1.04561 -3.76361 3.41579 0.1 -0.1 0.0 0.30
H 1.65759 -0.77536 5.86201 0.0 0.0 0.0 0.34
H 1.31524 -2.47307 6.22993 -0.1 0.0 0.1 0.48
H 3.38637 -1.71083 2.89867 0.0 0.1 -0.2 0.17
C 4.29658 0.62756 5.28743 -0.1 -0.2 0.0 -1.83
H 4.49598 -0.07931 6.08885 0.0 0.0 0.1 0.42
H 3.42158 1.21304 5.57106 0.0 0.1 0.1 0.29
H 5.14272 1.30711 5.20507 0.1 0.1 0.0 0.43
H 4.33586 0.07698 1.86823 0.0 0.0 0.0 0.29
H 5.44855 1.06215 2.82576 0.1 0.0 0.0 0.49
H 4.89220 2.99480 1.30269 0.1 0.1 -0.1 0.23
C 3.64103 3.72281 -0.89539 0.1 -0.1 0.1 -1.52
H 4.70798 3.90000 -0.78860 0.1 0.0 0.0 0.35
H 3.47099 3.15466 -1.80970 0.0 0.0 -0.1 0.34
H 3.13927 4.68432 -1.00627 0.0 0.1 -0.1 0.34
H 1.07749 3.49318 -0.20804 -0.1 0.0 0.0 0.54
H 1.19790 2.29600 1.08138 -0.1 -0.1 0.1 0.26
H 1.51802 1.83281 -0.59272 -0.1 -0.1 -0.1 0.30
```
Forces are in eV/Å.